(1)
20
Properties=species:S:1:pos:R:3 method="wB97M-V/def2-TZVPD" de_lowest_kj_mol=646.0 orbital_gap_ha=0.3152 e_tot_ev=-10401.7288 lumo_ev=0.713
C 0.767 0.525 -0.208
C -0.858 -0.866 -1.861
C 0.476 1.907 0.323
N -0.802 -0.327 -0.507
C 0.362 -0.684 0.440
N -2.097 -0.181 0.050
C 0.424 -1.535 1.435
O 2.529 0.161 0.544
H 2.783 0.461 1.425
H 1.242 0.475 -1.184
H -2.259 0.791 0.299
H -2.191 -0.747 0.889
H 0.089 -0.717 -2.376
H -1.616 -0.337 -2.440
H -1.091 -1.932 -1.844
H -0.132 2.477 -0.381
H 0.007 1.882 1.306
H 1.450 2.384 0.414
H -0.409 -2.192 1.651
H 1.326 -1.544 2.025

***

(2)
130
Properties=species:S:1:pos:R:3 method="wB97M-V/def2-TZVPD" charge=+1 de_lowest_kj_mol=10.5 orbital_gap_ha=0.3468 e_tot_ev=-64626.6779 lumo_ev=-1.830
C -38.271 -0.937 -17.003
O -37.779 -0.745 -18.383
C -38.780 -0.154 -19.089
C -38.194 -0.140 -20.595
N -39.171 0.347 -21.548
H -39.844 -0.301 -21.486
H -39.479 1.192 -21.188
C -38.558 0.350 -22.970
C -39.492 1.103 -23.923
O -38.868 1.075 -25.232
C -39.525 1.861 -26.205
H -37.258 -1.298 -16.432
H -39.069 -1.800 -16.805
H -38.655 -0.014 -16.744
H -39.082 0.858 -18.766
H -39.580 -0.795 -19.045
H -37.953 -1.191 -20.834
H -37.408 0.432 -20.820
H -38.323 -0.620 -23.374
H -37.698 0.867 -22.912
H -39.730 2.006 -23.687
H -40.517 0.442 -24.047
H -39.338 1.873 -27.258
H -39.385 2.856 -26.069
H -40.540 1.753 -26.159
C -42.356 4.237 -26.053
C -43.705 4.741 -25.794
O -43.660 5.682 -24.699
H -41.728 5.090 -26.477
H -42.493 3.438 -26.869
H -41.884 3.835 -25.234
H -44.450 4.123 -25.564
H -44.116 5.321 -26.626
H -44.234 6.379 -24.887
C -36.904 -3.736 -14.404
C -35.608 -4.491 -14.910
O -36.061 -5.691 -15.481
H -36.437 -2.807 -13.898
H -37.604 -4.390 -13.692
H -37.683 -3.750 -15.394
H -34.993 -4.577 -14.200
H -35.105 -3.920 -15.683
H -35.097 -6.208 -15.633
C -39.487 -3.981 -18.903
C -38.215 -4.516 -18.277
O -38.369 -5.210 -17.089
H -39.894 -4.716 -19.421
H -39.170 -3.348 -19.852
H -39.919 -3.519 -18.120
H -37.551 -3.708 -17.912
H -37.548 -5.278 -18.902
H -37.519 -5.407 -16.685
C -36.291 2.154 -29.133
C -37.386 1.289 -29.817
O -38.151 2.150 -30.668
H -35.677 2.605 -29.816
H -35.741 1.658 -28.356
H -36.932 2.933 -28.584
H -37.856 0.693 -29.254
H -36.808 0.632 -30.382
H -38.982 1.723 -30.870
C -34.973 0.523 -17.457
C -35.486 1.655 -16.583
O -35.536 1.326 -15.172
H -33.965 0.075 -17.248
H -34.828 0.785 -18.432
H -35.677 -0.401 -17.465
H -36.538 1.866 -16.931
H -34.945 2.438 -16.633
H -36.192 1.940 -14.748
C -41.630 -1.720 -20.972
O -40.826 -1.655 -22.133
H -41.088 -2.540 -20.378
H -42.620 -1.668 -21.072
H -41.404 -0.902 -20.348
H -41.245 -2.383 -22.709
C -37.106 -3.576 -22.670
O -37.430 -4.667 -21.859
H -37.944 -2.973 -23.052
H -36.709 -3.923 -23.640
H -36.281 -3.021 -22.323
H -36.858 -4.894 -20.993
C -38.530 4.408 -17.766
O -39.436 4.709 -18.825
H -38.960 4.937 -16.867
H -37.689 4.736 -17.966
H -38.407 3.445 -17.577
H -40.213 4.997 -18.366
C -37.009 3.417 -20.980
O -38.330 3.017 -20.600
H -37.006 4.500 -20.985
H -36.781 2.648 -21.924
H -36.237 3.248 -20.209
H -38.763 3.642 -20.079
C -41.821 3.031 -20.484
O -41.521 1.723 -21.038
H -42.860 3.067 -20.577
H -41.113 3.939 -20.855
H -41.494 2.626 -19.483
H -42.173 1.335 -21.499
C -38.743 -1.911 -26.359
O -38.565 -2.976 -25.575
H -38.782 -2.166 -27.539
H -38.025 -1.036 -26.397
H -39.611 -1.383 -26.004
H -37.593 -3.174 -25.381
C -34.851 -0.352 -24.513
O -35.275 -0.779 -23.266
H -35.065 0.749 -24.723
H -35.287 -0.843 -25.178
H -33.752 -0.399 -24.699
H -34.613 -1.428 -22.966
C -36.405 3.892 -25.283
O -37.292 4.848 -24.855
H -35.339 4.121 -24.746
H -36.524 3.888 -26.402
H -36.898 3.105 -24.712
H -37.442 5.547 -25.628
C -41.326 2.253 -30.115
O -42.661 1.908 -30.095
H -41.271 3.245 -30.143
H -40.919 1.845 -31.024
H -40.888 1.958 -29.210
H -42.869 1.061 -29.706
C -42.081 0.409 -17.495
O -41.593 -0.863 -17.390
H -42.762 0.522 -16.548
H -42.741 0.612 -18.416
H -41.262 1.173 -17.759
H -41.992 -1.265 -16.732

***

(3)
16
Properties=species:S:1:pos:R:3 method="wB97M-V/def2-TZVPD" charge=+1 de_lowest_kj_mol=116.2 orbital_gap_ha=0.4029 e_tot_ev=-8851.1367 lumo_ev=-3.582
C -1.438 -1.148 0.286
C 0.079 -1.477 0.249
C 0.962 -0.431 0.900
O 0.461 0.537 1.421
N -1.685 0.285 -0.182
H -1.725 -1.128 1.312
H -1.963 -1.736 -0.460
H 0.306 -1.635 -0.797
H 0.214 -2.377 0.840
H 2.035 -0.497 0.728
H -2.686 0.488 -0.125
H -1.413 0.437 -1.158
H -1.109 0.960 0.322
H 2.379 2.321 -1.808
H 3.250 2.785 -0.642
O 2.333 2.615 -0.885